1.
98
Properties=species:S:1:pos:R:3 method="wB97M-V/def2-TZVPD" gap_ev="7.415 / 7.513" e_above_lowest_ev=0.000 multiplicity=6 total_charge=+1 e_tot_ev=-127843.794
Mn 0.0769 -4.8086 -0.3049
S -0.0171 -7.1399 0.6586
S 2.1022 -4.7913 -1.4500
P -0.7270 4.6663 0.3585
P 0.5385 2.1010 -0.5722
O -1.8921 -4.4008 -0.7014
N -3.9589 -3.5669 -0.4981
N -2.3114 0.0590 0.2685
N 0.8690 -3.3140 1.0608
N 2.3213 -8.2956 0.3138
N 2.4775 -6.3903 1.4354
N -2.1153 -2.1624 -0.0679
C -2.3589 3.8451 0.6969
C -4.5291 3.1353 -0.0612
C 0.5702 -1.4923 2.5669
C 3.7792 -2.6210 -1.0296
C -0.9380 -3.5160 2.5664
C -1.6402 7.2319 0.6212
C 2.0277 2.6100 0.3199
C -1.6547 7.9327 -2.0399
C 0.8456 0.0893 -2.1924
C -1.4380 6.5856 -1.6993
C 1.3826 0.0533 -4.5288
C 2.9040 3.3066 2.5042
C -4.3486 -1.2953 0.0603
C -1.2908 6.2649 -0.3654
C 1.0273 1.4422 -2.2027
C 1.9248 2.7290 1.7441
C 1.9860 -2.7380 0.5673
C -1.9296 8.5076 0.2826
C 4.0568 3.7315 1.8465
C 4.2860 -1.4743 -0.4561
C 0.2128 -2.7425 2.0231
C 1.7123 -0.9080 2.0984
C 2.6219 -3.2956 -0.5729
C -0.1779 3.6964 -1.0780
C 3.6458 -0.8995 0.5890
C 3.7548 -8.1032 0.4545
C -4.8136 -2.5209 -0.2824
C -1.8935 8.8665 -1.0556
C -4.4475 -4.9107 -0.7023
C -2.6368 3.2524 1.9731
C -2.9344 -1.1269 0.1017
C 0.9442 -0.6293 -3.3941
C 1.6418 1.3738 -4.5001
C 2.4851 -1.5197 1.1009
C 1.4243 2.1037 -3.3402
C 1.6263 -7.2308 0.8362
C -4.7591 2.4772 1.1623
C -3.8646 2.6531 2.2479
C 3.8745 -6.9248 1.4595
C -2.6218 -3.3884 -0.3990
C -3.3443 3.7944 -0.2624
C 3.2291 2.9641 -0.2705
C 4.2366 3.5493 0.4918
H 3.9471 -7.3388 2.4932
H 0.4810 -0.4175 -1.3249
H -2.1980 9.8592 -1.3668
H 4.1600 -7.7270 -0.5646
H -1.8733 -2.9257 2.3506
H 1.4887 3.1568 -3.3442
H -3.8840 -5.3988 -1.4982
H -1.0197 3.5102 -1.7356
H -1.2153 5.8715 -2.4964
H 5.1269 3.9785 0.0427
H 2.0094 1.8229 -5.4342
H -2.8524 0.8979 0.4142
H 3.3542 2.7921 -1.3437
H 3.9994 -0.0697 1.1979
H -2.2563 9.2604 0.9804
H 5.1814 -1.0431 -0.8287
H -1.6067 8.1847 -3.1618
H -4.0571 2.3362 3.2535
H -5.8404 -2.7619 -0.3007
H 2.0176 0.0523 2.4497
H -5.3234 3.1184 -0.7826
H -4.3497 -5.4807 0.1944
H -1.8730 3.3640 2.7189
H 1.5131 -0.5913 -5.4260
H 4.8274 4.2541 2.4991
H 0.4753 4.4516 -1.5825
H 4.6232 -6.1886 1.1946
H -0.8119 -3.7587 3.6428
H 1.9094 -9.0043 -0.3020
H 0.9005 -1.7711 -3.4690
H 2.2044 -5.4893 1.8462
H -5.7183 2.0687 1.3588
H -1.3194 0.1860 0.1870
H 2.7603 3.3279 3.5658
H 4.3278 -3.1519 -1.8414
H -1.0460 -4.4122 2.0042
H -0.0060 -1.1534 3.3891
H -5.0373 -0.4805 0.2087
H 1.0428 2.3387 2.2161
H -1.6554 6.9798 1.6625
H -3.1925 4.2629 -1.2265
H -5.5235 -4.7821 -1.0048
H 4.3678 -8.9438 0.7813



2.
99
Properties=species:S:1:pos:R:3 method="wB97M-V/def2-TZVPD" gap_ev=5.338 e_tot_ev=-99823.321
S 5.9918 -5.3005 0.1319
P -1.2086 0.1157 1.3901
P -1.4420 0.3715 -1.3598
Si 1.3930 -0.1158 2.8801
Si 0.9497 1.3854 -2.8571
N 4.3910 -5.4716 0.1810
N 2.6826 -0.3143 -0.3719
N 6.1196 -3.7074 -0.0629
N 0.8730 -2.1650 -0.2982
N 0.4576 0.0652 1.4214
N 0.2007 0.6135 -1.4916
C 3.1613 -1.5631 -0.2616
C 1.4333 -4.8714 0.0526
C 3.8913 -4.2635 0.0449
C -1.0883 -1.5729 -3.3040
C -1.8782 -0.8733 2.7963
C 0.1434 -4.4271 -0.1015
C -0.6951 2.8409 1.9688
C -3.7694 1.8825 -1.4362
C 2.1384 -2.6078 -0.1789
C -0.1560 1.7970 -4.3058
C -2.3893 -1.9381 -5.2943
C 4.8887 -3.2482 -0.0944
C -2.5437 4.3668 -1.4347
C 0.7856 0.7601 4.4191
C -2.4036 4.4623 2.4554
C -3.2148 -0.8864 -4.9277
C -2.2966 -0.3382 4.0156
C -4.5404 3.0355 -1.4479
C -1.7743 3.2070 -1.4448
C -2.4264 -3.0818 3.6348
C -2.8322 -2.5359 4.8474
C -1.9252 -0.5250 -2.9054
C -0.1042 -3.0639 -0.2866
C 3.5470 0.6807 -0.5081
C -3.3759 3.4804 2.2764
C -2.7640 -1.1633 5.0357
C 4.9219 0.4816 -0.5356
C -1.9504 -2.2565 2.6282
C -1.9233 -0.4934 -0.0093
C 2.2553 0.2624 -3.6091
C -3.0034 2.1805 1.9618
C 5.4153 -0.7919 -0.3951
C -1.3221 -2.2834 -4.4739
C -2.3735 1.9516 -1.4830
C 2.4712 -3.9373 -0.0138
C 3.1389 0.5365 2.6188
C -3.9272 4.2834 -1.4582
C -1.0646 4.1457 2.2870
C 1.7986 2.9919 -2.3132
C 4.5147 -1.8499 -0.2498
C 1.5568 -1.9487 3.3013
C -1.6535 1.8404 1.8374
C -2.9881 -0.1911 -3.7434
Be 0.8662 -0.2951 -0.1974
H 1.6672 3.1760 -1.2391
H 2.8774 2.9672 -2.5372
H -0.3755 0.8988 -4.8958
H -2.2617 0.7301 4.1768
H 3.5873 0.7783 3.5921
H 2.7978 0.8098 -4.3937
H -4.4274 3.7347 2.3748
H -5.6230 2.9643 -1.4311
H -2.4851 -4.1534 3.4752
H 1.7842 -0.6125 -4.0730
H 0.9252 -2.2257 4.1527
H -1.6367 -2.6839 1.6860
H -2.5669 -2.4784 -6.2172
H 0.3488 2.5843 1.8220
H 1.6628 -5.9187 0.2102
H -3.2005 -3.1775 5.6402
H -0.2227 -1.8118 -2.7020
H -2.0573 5.3370 -1.4022
H -3.7525 1.4112 1.8082
H -0.3061 4.9163 2.3979
H 0.2990 1.7160 4.2190
H -4.5263 5.1860 -1.4554
H -1.1035 2.2596 -4.0303
H 0.0874 0.1382 4.9822
H -1.1059 -2.6460 -0.4006
H 3.7880 -0.2152 2.1425
H -3.6440 0.6270 -3.4876
H -0.6620 -3.0982 -4.7543
H -0.6927 3.2803 -1.4106
H -4.2449 0.9119 -1.3589
H 5.5826 1.3294 -0.6553
H 1.6549 0.9526 5.0622
H -2.6947 5.4757 2.7125
H -0.6933 -5.1152 -0.0824
H 2.5966 -2.2092 3.5521
H 6.4808 -0.9959 -0.3982
H 3.1554 1.4471 2.0123
H 2.9935 -0.0945 -2.8811
H -3.0680 -0.7291 5.9824
H 1.2473 -2.5647 2.4470
H 3.1229 1.6756 -0.5984
H 1.3824 3.8541 -2.8486
H 0.3895 2.5006 -4.9503
H -4.0330 -0.5890 -5.5753



3.
110
Properties=species:S:1:pos:R:3 method="wB97M-V/def2-TZVPD" gap_ev=5.568 e_above_lowest_ev=1.129 total_charge=-2 e_tot_ev=-109806.281
I 4.3393 0.6974 3.5092
Sr 0.1091 -0.1185 0.3268
S -0.9348 -4.2771 -2.8907
S 3.6458 -1.0917 -1.5719
O -1.1604 1.6913 1.1083
O -0.8165 -1.8928 1.3148
O -0.3574 -0.9877 -2.9824
O 2.6481 2.7965 -3.7149
O 1.6501 1.4414 0.9520
O 0.7483 5.2893 3.5586
O -1.4683 -0.0157 -1.2984
O 2.8864 3.9349 2.0363
O -1.8114 4.2303 2.5352
O -0.8858 -3.6034 2.7892
N 0.3410 -0.3233 3.2146
N -1.3894 2.9233 -1.5294
N 5.2751 0.6307 -0.3642
N -4.0945 -0.1308 -1.6052
N 0.6089 -3.4349 -1.0483
N 2.9427 -1.3419 1.9266
N -0.2346 4.5041 -2.8091
N 6.0405 -1.5511 -0.4175
N 0.7281 2.4693 -2.4232
C 6.6094 1.1273 -0.0700
C 0.6237 0.2216 5.5278
C -0.6964 -2.4243 2.4671
C 6.3939 -1.6593 0.9975
C -1.3475 5.4113 -2.9520
C 3.0011 -3.4280 3.7402
C 2.3710 -2.5199 1.6366
C 4.2588 1.6793 -0.4624
C -4.5830 0.3279 -5.2547
C -7.3555 -1.8107 0.4060
C -1.3412 -0.4146 -2.5226
C -5.4215 -0.3563 0.3873
C -3.2754 0.2178 -5.7169
C 0.0036 -0.9635 5.8973
C -6.6929 -0.6823 2.5467
C -0.6467 -3.6121 -1.3317
C -4.8656 0.1951 -3.9038
C 0.6067 4.3794 2.7764
C 1.4120 -3.8178 -2.1063
C 1.0748 2.4313 1.4878
C 3.5810 -2.2049 4.0595
C -4.4639 0.5968 1.0635
C -5.2222 -0.6704 -0.9748
C 0.9062 4.4760 -3.6905
C 1.7106 3.6188 2.0834
C 3.5139 -1.2024 3.1007
C 0.7660 0.4997 4.1785
C -6.1010 -1.5398 -1.6263
C -7.1665 -2.0960 -0.9369
C -0.7006 3.7742 2.3288
C -0.3073 3.2713 -2.2222
C -0.4314 -1.8285 4.9090
C 1.5628 3.1374 -3.2900
C -2.5172 -0.1487 -3.4422
C -0.3547 2.5499 1.6031
C 6.0152 -2.8607 -1.0478
C -0.2447 -1.4723 3.5794
C -3.8424 -0.0510 -2.9761
C 2.3787 -3.5935 2.5128
C -2.2605 -0.0215 -4.8013
C 0.7510 -4.3023 -3.1878
C 5.0235 -0.6369 -0.7478
C -6.4839 -0.9521 1.0743
H 3.2724 1.2459 -0.5278
H 1.2381 1.4201 3.8549
H -0.1366 -1.2070 6.9448
H -1.8074 5.6153 -1.9845
H -4.2365 1.4404 0.4093
H -1.4545 -3.3778 -0.6409
H -5.8810 0.3066 -3.5448
H 3.0260 -4.2401 4.4587
H -3.5022 0.1263 1.2933
H 6.2204 -0.7275 1.5200
H -2.1197 5.0298 -3.6315
H -7.8388 -2.7772 -1.4472
H 5.7898 -2.4322 1.4855
H 1.8880 -2.6058 0.6680
H 7.4481 -1.9317 1.1035
H 1.8731 -4.5118 2.2451
H -4.8611 0.9908 1.9977
H -0.9082 -2.7743 5.1251
H -8.1770 -2.2684 0.9492
H -3.0534 0.3174 -6.7740
H -1.2287 -0.1214 -5.1217
H 4.2946 2.3040 0.4325
H -6.9416 0.3668 2.7311
H -5.7893 -0.9054 3.1196
H 1.1553 -4.6449 -4.1301
H 4.0560 -2.0314 5.0145
H 0.6116 4.4354 -4.7441
H -7.5064 -1.2973 2.9362
H -3.2392 -0.0768 -1.0641
H -5.9261 -1.7982 -2.6621
H 4.4321 2.2875 -1.3576
H 0.9925 0.9230 6.2647
H 7.3614 0.4056 -0.3750
H 6.7598 2.0552 -0.6276
H 1.5895 5.3112 -3.5367
H 2.4853 -3.6906 -2.0267
H 6.7332 1.3532 0.9943
H 5.2944 -3.5344 -0.5658
H -1.3524 2.0720 -0.9703
H -5.3917 0.5295 -5.9497
H -2.0030 3.6394 -1.1843
H 7.0174 -3.2947 -0.9628
H 5.7421 -2.7686 -2.0943
H -0.9784 6.3574 -3.3410